Formula: C8H8ClOP
Source: the OMol25 dataset
Level of theory: ωB97M-V/def2-TZVPD

Properties
Molar mass (g/mol): 186.58
E_LUMO (alpha / beta) (eV): -1.8 / -0.6
Net charge: 0
Energy (eV): -32280.6470
Frontier orbital gap (alpha / beta) (eV): 7.385 / 8.503
Largest force on an atom (eV/A): 3.4

Last column: natural (NBO) charge in e.
Cartesian coordinates (Å):
C (3.437, 1.144, -0.142)  -0.226
C (2.469, 2.142, 0.135)  -0.189
C (3.054, -0.180, -0.296)  -0.204
C (1.179, 1.701, 0.379)  -0.337
C (1.680, -0.581, -0.168)  -0.327
C (0.848, 0.400, 0.285)  0.154
C (-3.744, -2.292, 0.167)  -0.322
C (-2.869, -1.641, -0.535)  -0.559
O (-2.765, 0.080, 1.538)  -1.008
P (-2.327, 0.014, 0.126)  1.498
Cl (-3.330, 1.507, -0.843)  -0.291
H (4.410, 1.653, -0.302)  0.225
H (2.673, 3.154, 0.229)  0.216
H (3.891, -0.858, -0.585)  0.224
H (0.286, 2.350, 0.559)  0.236
H (1.504, -1.621, -0.343)  0.233
H (-4.093, -3.365, 0.188)  0.227
H (-4.088, -1.645, 0.970)  0.225
H (-2.216, -1.962, -1.363)  0.225